Density functional theory data (ωB97M-V/def2-TZVPD) for a 9-piece molecular cluster, C25H72N5O12S overall in a non-equilibrium geometry.

Summary:
Lowest unoccupied orbital energy, eV: -4.6
HOMO-LUMO gap, eV: 4.95
Total charge: +1
Energy relative to the best compared isomer or geometry (same formula, charge and spin), eV: 0.000
E_tot, a.u.: -2570.0485

XYZ file:
```
115
Properties=species:S:1:pos:R:3:forces:R:3:lowdin_charge:R:1
O 1.421105 -3.990416 3.816333 -0.207 -0.218 -0.007 0.2586
H 1.394269 -4.944711 3.622550 0.122 -0.034 0.197 0.1765
H 1.199616 -3.477385 2.923911 -0.152 1.031 -1.238 0.0710
H 0.681310 -3.746509 4.399169 0.217 -0.154 0.334 0.1524
O -2.517672 -1.711580 3.036953 -0.908 -0.914 1.017 0.1841
H -1.766245 -1.363121 2.316385 1.224 0.445 -1.873 0.0394
H -3.164073 -2.322825 2.652077 -0.089 0.347 -0.338 0.1376
H -2.108862 -2.204637 3.764013 0.082 0.609 0.350 0.1318
O -2.377530 -4.802240 -0.353769 0.071 -0.632 0.224 0.2516
H -1.736082 -3.989339 -0.217443 1.148 1.424 0.091 0.0556
H -3.167039 -4.667811 0.195041 -0.138 -0.126 -0.193 0.1635
H -1.850161 -5.538223 0.009793 -0.258 -0.242 -0.194 0.1751
S 0.057605 -1.941286 0.760674 -0.786 -0.903 -1.813 0.4147
O 0.908984 -1.272099 -0.176197 -0.240 0.456 0.808 -0.2799
O -1.010031 -1.017142 1.281263 0.239 -0.098 1.588 -0.3161
O -0.715651 -2.998319 0.032083 -0.494 -1.138 0.305 -0.3629
O 0.819954 -2.618991 1.846029 -0.267 0.014 1.053 -0.3437
C 0.509068 -0.350619 4.390905 2.129 0.016 -0.626 -0.0822
C -0.243588 0.659959 5.243538 -0.168 -0.568 -2.226 -0.3661
C 0.203586 2.101261 4.995829 0.082 0.430 1.009 -0.1854
O -0.773743 2.925806 5.625604 0.205 -0.236 -0.177 -0.2074
C -0.593107 4.296370 5.385190 -0.608 0.900 -0.098 -0.1019
N -1.659393 0.553998 4.724165 0.867 0.951 1.407 0.0562
H 0.589850 -0.192536 3.307698 -0.967 0.561 0.061 0.0534
H 0.159061 -1.386876 4.464913 -0.164 0.090 0.498 0.0455
H 1.595574 -0.334257 4.567806 -0.141 -0.294 0.699 0.0882
H -0.077127 0.406222 6.288531 -0.725 0.003 0.138 0.1424
H 0.257942 2.328328 3.924988 0.086 -0.097 -0.064 0.1117
H 1.138192 2.367638 5.502600 0.365 -0.397 -0.414 0.1367
H -1.341436 4.809212 5.988938 0.025 -0.001 0.008 0.0947
H -0.786910 4.573899 4.341917 0.033 -0.241 -0.046 0.0775
H 0.377590 4.728155 5.650814 0.206 -0.526 0.160 0.0947
H -2.038190 1.373760 5.210646 -0.882 -0.445 -0.104 0.0721
H -1.549357 0.950039 3.787357 -0.216 -0.355 -0.160 0.0450
C 5.232303 -1.073964 -0.623691 0.297 -0.419 -0.087 -0.0575
C 4.694747 -1.403159 0.768375 -1.712 0.004 -0.567 -0.4003
C 4.221347 -0.138820 1.478022 0.454 0.740 0.000 -0.2209
O 5.282324 0.672960 1.941763 0.732 -0.082 -0.177 -0.1884
C 5.667832 0.485106 3.294154 -2.228 0.424 0.107 -0.0988
N 3.495896 -2.220263 0.491023 0.163 -0.382 -0.021 0.0318
H 6.231807 -0.644580 -0.634666 0.045 -0.093 0.067 0.0798
H 4.580489 -0.402585 -1.189557 -0.156 0.186 0.389 0.0792
H 5.183587 -2.007986 -1.186120 0.495 -0.003 -0.042 0.0789
H 5.374455 -2.024302 1.352344 0.252 0.306 0.071 0.1385
H 3.461138 -0.300070 2.257856 0.284 -0.374 0.228 0.1116
H 3.700895 0.478609 0.738466 -0.026 -0.116 -0.108 0.1215
H 6.728173 0.616147 3.469798 0.078 -0.148 -0.193 0.0865
H 5.237853 -0.446425 3.682785 0.728 -0.343 -0.095 0.0787
H 5.068342 1.233984 3.837583 0.644 0.158 0.380 0.0837
H 2.887992 -1.716773 -0.141760 0.138 -0.072 -0.208 0.0354
H 2.897104 -2.376034 1.290381 0.344 0.145 0.281 0.0207
C -4.025580 -0.845326 -0.288311 -0.126 1.070 -0.294 -0.0579
C -4.118586 -1.470279 -1.688207 1.645 -0.470 1.024 -0.3898
C -4.292060 -0.388881 -2.756018 -1.733 -0.718 -0.177 -0.1987
O -3.898666 -0.761467 -4.055671 0.545 0.277 0.471 -0.1726
C -4.525206 -1.933298 -4.516386 -0.999 -0.047 -0.239 -0.1215
N -2.847067 -2.235869 -1.919838 0.364 0.812 0.385 0.0563
H -4.291211 -1.551177 0.505279 -0.316 0.093 -0.002 0.0641
H -4.617504 0.076449 -0.256360 -0.503 -0.374 0.431 0.0923
H -3.029269 -0.458787 -0.054792 0.115 -0.325 -0.372 0.0463
H -4.932671 -2.196091 -1.658695 -0.132 0.094 -0.451 0.1257
H -3.860019 0.556576 -2.431423 0.520 -0.074 -0.376 0.1262
H -5.380895 -0.244940 -2.839862 -0.024 0.404 0.397 0.1288
H -4.637089 -1.812032 -5.593165 0.699 -0.497 -0.106 0.0936
H -5.583007 -2.060756 -4.222428 0.115 0.532 0.489 0.0896
H -4.030772 -2.833478 -4.148780 0.331 -0.004 -0.476 0.0766
H -2.157025 -1.503928 -2.129360 -0.150 -0.137 -0.905 0.0780
H -2.432433 -2.399896 -1.001347 -0.513 -0.318 0.053 0.0026
C 1.461526 -0.934803 -4.319952 -0.221 -0.132 0.511 -0.0515
C 0.332574 -1.932386 -4.096662 0.343 -0.657 0.334 -0.4122
C 0.357439 -2.987369 -5.204538 -0.001 -0.769 0.630 -0.2122
O 1.451005 -3.864088 -5.010131 0.263 0.274 0.059 -0.1945
C 1.584315 -4.795681 -6.043296 0.138 0.160 -0.643 -0.1305
N 0.533370 -2.580140 -2.771874 -0.011 0.628 -1.047 0.0658
H 2.408380 -1.449797 -4.142743 0.032 -0.167 -0.716 0.0880
H 1.516748 -0.134489 -3.573912 -0.574 0.175 -0.155 0.0636
H 1.317567 -0.534135 -5.321288 0.603 0.235 0.018 0.0826
H -0.664655 -1.473943 -4.119033 0.151 0.308 -0.326 0.1244
H 0.433350 -2.552327 -6.207353 -0.323 0.163 0.035 0.1249
H -0.550151 -3.600953 -5.092905 -0.177 0.186 -0.407 0.1223
H 2.415292 -5.456062 -5.803642 -0.203 -0.178 0.198 0.0869
H 1.849849 -4.331071 -7.006448 -0.069 0.206 0.107 0.0871
H 0.652796 -5.345531 -6.231221 0.074 -0.198 0.237 0.0852
H -0.363856 -2.870591 -2.406145 0.059 0.054 0.186 0.0303
H 0.887348 -1.812618 -2.219093 -0.158 -0.394 0.685 0.0238
C 0.615263 1.890459 0.733877 -0.610 0.001 0.946 -0.0102
C -0.665152 2.763342 0.544972 0.278 -1.156 0.120 -0.4917
C -0.524477 4.102334 1.283199 0.761 0.382 -1.694 -0.1295
C 0.419558 5.039104 0.517981 -0.126 -0.623 -0.929 -0.1615
C -0.034178 5.209097 -0.947651 0.617 0.587 0.696 -0.1326
C -0.238956 3.907661 -1.727600 -0.246 -0.108 0.301 -0.5120
N -0.924459 2.951186 -0.863506 -1.035 1.366 0.018 -0.1204
O -1.364310 1.802708 -1.534462 0.176 -0.421 0.308 -0.0107
C -1.160311 4.218660 -2.905497 1.074 -0.085 -1.207 -0.0295
C 1.123388 3.415235 -2.245497 -0.231 -0.527 -0.329 -0.0202
C -1.905415 2.077178 1.151939 -0.227 0.676 -0.366 -0.0209
H 0.730323 1.183490 -0.085018 0.440 0.224 -0.148 0.0596
H 0.550607 1.239027 1.612743 -0.207 0.133 0.086 0.0542
H 1.476463 2.528149 0.927430 0.263 -0.167 -0.552 0.0782
H -1.509063 4.573507 1.260437 -0.061 -0.068 0.806 0.1309
H -0.051110 3.867848 2.235754 -0.677 0.236 0.406 0.0953
H 1.407177 4.571477 0.493659 0.177 0.300 0.196 0.1006
H 0.488017 6.043077 0.933368 0.108 -0.145 0.381 0.1129
H 0.760110 5.769898 -1.448028 -0.028 -0.053 -0.128 0.1184
H -0.875176 5.907259 -0.964256 -0.413 -0.486 -0.101 0.1182
H -1.438979 3.345027 -3.495966 -0.256 -0.253 0.507 0.0794
H -2.029197 4.820781 -2.658982 -0.018 -0.066 0.162 0.0853
H -0.527253 4.738909 -3.636866 -0.288 0.510 0.157 0.0892
H 1.794839 3.032503 -1.476595 -0.047 0.312 0.210 0.0730
H 0.969461 2.573510 -2.928302 -0.015 0.087 -0.095 0.0774
H 1.609227 4.217820 -2.798864 0.124 -0.089 -0.017 0.0856
H -1.994973 1.021321 0.922633 0.274 -0.027 0.344 0.0354
H -2.785663 2.554960 0.712690 0.023 0.067 0.035 0.0983
H -1.930106 2.330303 2.215026 0.009 -0.505 0.113 0.0722
H -0.733310 1.087745 -1.340065 0.176 0.098 -0.188 0.0863
```
Positions in Å, forces in eV/Å.